DFT (the ωB97M-V functional and the def2-TZVPD basis) results for an isolated molecule of C4H8O2.

CARTESIAN COORDINATES (ANGSTROEM)
C (-0.84879, 0.27593, -2.12573)
C (-0.61456, 1.06803, 0.01022)
O (-0.68907, -0.01928, -0.73964)
C (0.29929, 0.74033, 1.14772)
C (0.59998, -0.70314, 1.57371)
O (1.06486, -1.54399, 0.54035)
H (-1.66726, 0.97848, -2.28103)
H (0.09205, 0.72387, -2.45084)
H (-0.99804, -0.67593, -2.63290)
H (1.21032, 1.16954, 0.67742)
H (0.09022, 1.38576, 2.00777)
H (-0.29057, -1.12902, 2.06077)
H (1.40302, -0.67974, 2.31676)
H (0.34856, -1.59083, -0.10459)

Output
2S+1 = 1
E_tot = -307.5638 Ha
ΔE to the lowest compared entry with this formula, charge and spin = 390.2 kJ/mol

For reference, the natural (NBO) charges in units of e are:
1 C -0.248
2 C 0.285
3 O -0.546
4 C -0.596
5 C -0.071
6 O -0.721
7 H 0.206
8 H 0.191
9 H 0.190
10 H 0.257
11 H 0.232
12 H 0.160
13 H 0.185
14 H 0.477